1.
{
  "formula": "C19H24Br45NO3",
  "method": "ωB97M-V/def2-TZVPD",
  "homo_lumo_gap_ev": 9.40,
  "e_tot_ev": -3179632.5821,
  "e_homo_ev": -9.889,
  "species": ["C", "C", "O", "C", "N", "C", "O", "O", "H", "H", "H", "H", "H", "H", "H", "H", "H", "C", "Br", "Br", "Br", "H", "C", "Br", "Br", "Br", "H", "C", "Br", "Br", "Br", "H", "C", "Br", "Br", "Br", "H", "C", "Br", "Br", "Br", "H", "C", "Br", "Br", "Br", "H", "C", "Br", "Br", "Br", "H", "C", "Br", "Br", "Br", "H", "C", "Br", "Br", "Br", "H", "C", "Br", "Br", "Br", "H", "C", "Br", "Br", "Br", "H", "C", "Br", "Br", "Br", "H", "C", "Br", "Br", "Br", "H", "C", "Br", "Br", "Br", "H", "C", "Br", "Br", "Br", "H"],
  "xyz": [[-1.8739, -1.8283, -0.2509], [-2.0227, -3.1394, -1.0273], [-1.9312, -2.9401, -2.4393], [-1.0181, -4.2120, -0.6084], [0.3733, -3.8151, -0.9085], [1.2049, -3.4441, 0.1550], [0.9154, -2.6177, 0.9924], [2.3923, -4.1315, 0.2344], [-2.7983, -1.2488, -0.3154], [-1.0335, -1.2386, -0.6364], [-1.6601, -2.0364, 0.8049], [-3.0348, -3.5274, -0.8545], [-1.1204, -2.4336, -2.5972], [-1.2284, -5.1129, -1.1990], [-1.1344, -4.4687, 0.4530], [0.8317, -4.4857, -1.5094], [2.7663, -4.3198, -0.6451], [-5.7128, 1.2919, 0.8702], [-5.6789, -0.0881, 2.2062], [-4.8138, 2.8788, 1.4802], [-4.9816, 0.6796, -0.7972], [-6.7479, 1.5501, 0.6954], [5.1611, -5.6141, -2.7107], [3.3515, -5.0296, -3.0467], [6.3570, -5.0270, -4.0919], [5.6952, -5.0219, -0.9711], [5.1496, -6.6950, -2.7205], [-3.0795, 3.9285, -1.7213], [-3.6798, 5.6002, -2.4525], [-2.6028, 2.6560, -3.0845], [-1.6380, 4.1749, -0.4744], [-3.9082, 3.5002, -1.1725], [-9.2937, -1.4601, 3.3677], [-9.6652, 0.0536, 2.2432], [-10.7860, -1.8767, 4.5032], [-8.7386, -2.9824, 2.3342], [-8.4661, -1.1864, 4.0067], [-6.6230, 5.3409, -5.7086], [-5.8558, 3.6247, -5.3123], [-7.3700, 6.1579, -4.1387], [-5.3387, 6.5314, -6.5058], [-7.4155, 5.1852, -6.4261], [-0.8293, 5.9776, -6.3833], [-1.7146, 7.4865, -7.1767], [-0.0868, 4.8098, -7.7176], [0.4944, 6.5286, -5.1050], [-1.5816, 5.4162, -5.8445], [-5.7411, 9.9374, -2.5663], [-4.0264, 9.1935, -3.0352], [-6.6244, 10.6898, -4.0966], [-6.8589, 8.6441, -1.6875], [-5.5643, 10.7405, -1.8653], [-0.4864, -0.7765, 3.6364], [0.4193, -1.6006, 5.1145], [-2.3958, -0.7990, 3.8708], [0.1538, 1.0194, 3.3757], [-0.2409, -1.3388, 2.7437], [4.7667, -1.0559, 4.0802], [3.4687, -1.5475, 2.7557], [4.1394, 0.4076, 5.1643], [5.2857, -2.5635, 5.1568], [5.6540, -0.7083, 3.5710], [8.6486, -2.2130, 0.2609], [9.9911, -0.8860, 0.6043], [6.8845, -1.5980, 0.7285], [8.6647, -2.8341, -1.5551], [8.8614, -3.0623, 0.8947], [4.7271, -7.6885, 2.8492], [3.6696, -6.6574, 1.6225], [4.5758, -9.5681, 2.4828], [6.5681, -7.1227, 2.8226], [4.3480, -7.5065, 3.8445], [5.4859, -12.0748, -0.8078], [5.7886, -12.6491, 1.0024], [3.6234, -12.1561, -1.2713], [6.2192, -10.3225, -1.1192], [6.0136, -12.7602, -1.4549], [3.0141, 3.4658, 4.1930], [1.3000, 4.3385, 4.1433], [4.1782, 4.1112, 2.8078], [3.8232, 3.6252, 5.9297], [2.8459, 2.4116, 4.0120], [-10.3050, 11.5711, -1.1416], [-9.2648, 10.7859, 0.2708], [-9.4109, 13.0920, -1.9058], [-10.7527, 10.2698, -2.4844], [-11.2289, 11.9247, -0.7078], [12.1575, 0.0367, 4.0906], [12.3068, 1.1641, 2.5374], [10.3251, -0.3455, 4.5273], [13.1896, -1.5720, 3.8896], [12.5734, 0.5870, 4.9219]],
  "forces_ev_per_angstrom": [[0.0, -0.2, 0.1], [0.0, 0.2, 0.1], [0.1, 0.2, 0.2], [-0.3, 0.2, -0.1], [0.7, -0.2, 0.5], [-0.3, 0.1, 0.2], [0.1, -0.9, -0.4], [-0.2, 0.8, -0.3], [0.2, 0.0, -0.1], [-0.1, -0.1, 0.1], [-0.1, 0.1, -0.2], [0.2, -0.1, 0.0], [-0.2, -0.1, 0.0], [0.1, 0.2, 0.1], [0.1, 0.2, -0.2], [-0.1, 0.0, 0.1], [-0.2, -0.1, 0.2], [0.0, 0.0, 0.0], [0.0, -0.1, 0.0], [0.0, 0.0, 0.0], [0.0, 0.0, 0.0], [0.0, 0.0, 0.0], [0.1, 0.0, 0.1], [-0.2, 0.0, -0.3], [0.0, 0.0, 0.0], [0.1, -0.1, 0.0], [0.0, 0.0, 0.0], [0.0, -0.1, 0.0], [0.0, 0.0, 0.0], [0.0, 0.0, -0.1], [0.0, 0.0, 0.0], [0.0, 0.0, 0.0], [0.1, 0.0, 0.0], [0.0, 0.1, 0.0], [0.0, 0.0, 0.0], [0.0, 0.0, 0.0], [0.0, 0.0, 0.0], [0.0, 0.1, 0.0], [0.0, 0.0, 0.0], [-0.1, -0.1, -0.1], [0.1, -0.1, -0.1], [0.0, 0.0, 0.0], [-0.1, -0.1, 0.1], [0.0, 0.1, 0.0], [0.0, 0.0, 0.0], [0.0, 0.0, 0.0], [0.0, 0.0, 0.0], [0.0, -0.1, -0.1], [0.0, 0.0, 0.0], [0.0, 0.0, 0.0], [0.1, 0.0, 0.1], [0.0, 0.0, 0.0], [0.2, 0.0, 0.0], [0.0, -0.1, 0.1], [0.1, 0.0, -0.1], [-0.1, 0.1, -0.1], [0.0, 0.0, 0.0], [-0.1, 0.0, -0.1], [0.0, -0.1, -0.1], [0.2, -0.3, 0.1], [0.0, 0.0, 0.0], [0.0, 0.0, 0.0], [-0.1, 0.0, 0.0], [0.0, 0.0, 0.0], [-0.1, 0.0, 0.1], [0.2, 0.0, -0.1], [0.0, 0.0, 0.0], [0.0, 0.0, -0.1], [-0.1, 0.1, 0.2], [0.0, 0.0, 0.1], [0.0, 0.0, 0.0], [0.0, 0.0, 0.0], [0.0, 0.0, 0.0], [0.0, -0.1, 0.0], [0.0, 0.0, 0.0], [0.0, 0.0, 0.0], [0.0, 0.0, 0.0], [-0.1, 0.1, 0.0], [0.0, 0.1, 0.0], [0.0, 0.0, 0.0], [0.0, 0.2, 0.1], [0.0, 0.1, 0.0], [0.0, 0.0, 0.0], [-0.1, 0.1, 0.1], [0.0, 0.0, 0.0], [0.0, 0.0, 0.0], [0.0, 0.0, 0.0], [0.0, 0.0, 0.0], [0.0, 0.0, 0.0], [0.0, 0.0, 0.0], [0.0, 0.0, 0.0], [0.0, 0.0, 0.0]]
}



2.
{
  "formula": "C3H3IO2S",
  "method": "ωB97M-V/def2-TZVPD",
  "homo_lumo_gap_ev": 9.40,
  "de_lowest_ev": 0.7991,
  "e_tot_ev": -26189.5326,
  "e_homo_ev": -9.562,
  "species": ["O", "C", "C", "S", "C", "I", "O", "H", "H", "H"],
  "xyz": [[1.1749, -2.0211, 0.3057], [0.6132, -1.0213, 0.0046], [0.9254, 0.3076, 0.7347], [0.2548, 1.5663, -0.3678], [-1.0021, 0.4454, -0.9315], [-2.7812, 0.1601, 0.2944], [-0.3183, -0.9104, -0.9117], [0.4290, 0.5150, 1.8187], [1.9302, 0.3612, 0.9424], [-1.2260, 0.5971, -1.8894]],
  "forces_ev_per_angstrom": [[0.2, -1.0, -0.3], [0.6, 1.3, 2.3], [-3.7, 0.6, 1.7], [0.2, 0.6, 0.0], [2.2, -2.9, 4.2], [0.4, 0.3, -0.4], [-1.8, 1.3, -1.2], [0.7, -1.3, -2.5], [2.4, 0.4, -0.1], [-1.3, 0.7, -3.6]]
}



3.
{
  "formula": "C42H37N4O2P2S2W",
  "method": "ωB97M-V/def2-TZVPD",
  "homo_lumo_gap_ev": 5.05,
  "de_lowest_ev": 1.3475,
  "total_charge": 3,
  "e_tot_ev": -96258.7769,
  "e_homo_ev": -15.483,
  "species": ["W", "C", "O", "C", "C", "C", "C", "C", "C", "N", "N", "C", "C", "O", "C", "C", "C", "C", "C", "C", "C", "C", "H", "H", "H", "H", "H", "H", "H", "H", "H", "H", "H", "H", "H", "S", "P", "C", "P", "S", "C", "C", "C", "C", "C", "C", "C", "C", "C", "C", "C", "C", "C", "C", "C", "C", "C", "C", "C", "C", "C", "C", "C", "C", "H", "H", "H", "H", "H", "H", "H", "H", "H", "H", "H", "H", "H", "H", "H", "H", "H", "H", "H", "H", "N", "N", "H", "H", "H", "H"],
  "xyz": [[0.8029, -0.7360, 0.4048], [1.1980, -0.9901, -2.9343], [1.7767, -0.4964, -1.7060], [2.9632, 0.2154, -1.8070], [3.5365, 0.6138, -3.0004], [4.7310, 1.3192, -2.9424], [5.3152, 1.6169, -1.7169], [4.7102, 1.2265, -0.5351], [3.5145, 0.5196, -0.5858], [2.7772, 0.0690, 0.5661], [3.4163, 0.3875, 1.6455], [3.0728, 0.1464, 2.8948], [1.9140, -0.5885, 3.2420], [1.1621, -1.0328, 2.2459], [1.5693, -0.8665, 4.5501], [2.4047, -0.3940, 5.5486], [3.5713, 0.3548, 5.2911], [4.3742, 0.8116, 6.3593], [5.5027, 1.5438, 6.1038], [5.8515, 1.8383, 4.7771], [5.0836, 1.4059, 3.7151], [3.9349, 0.6535, 3.9530], [0.7277, -0.1653, -3.4678], [0.4564, -1.7273, -2.6658], [1.9893, -1.4421, -3.5316], [3.0792, 0.3973, -3.9542], [5.2016, 1.6359, -3.8628], [6.2478, 2.1621, -1.6803], [5.1599, 1.4634, 0.4150], [0.6804, -1.4393, 4.7710], [2.1510, -0.6056, 6.5812], [4.0853, 0.5750, 7.3752], [6.1224, 1.8961, 6.9161], [6.7433, 2.4191, 4.5817], [5.3724, 1.6525, 2.7047], [0.0000, 1.2986, 1.3589], [-1.2740, 1.2772, -0.2705], [-0.8263, -0.3293, -0.8438], [-1.8633, -1.7213, -0.5474], [-0.8321, -2.4802, 1.0518], [-1.8308, -2.8842, -1.9045], [-1.8597, -2.4208, -3.2206], [-1.9683, -3.3240, -4.2684], [-2.0492, -4.6842, -4.0004], [-2.0377, -5.1471, -2.6891], [-1.9371, -4.2507, -1.6371], [-3.5729, -1.4919, -0.1216], [-4.5147, -1.5892, -1.1526], [-5.8611, -1.4711, -0.8565], [-6.2652, -1.2589, 0.4559], [-5.3306, -1.1638, 1.4786], [-3.9795, -1.2842, 1.1963], [-0.7132, 2.5660, -1.3959], [-1.5806, 3.5618, -1.8438], [-1.1104, 4.5498, -2.7006], [0.2155, 4.5585, -3.0984], [1.0895, 3.5803, -2.6323], [0.6256, 2.5935, -1.7855], [-2.9190, 1.6788, 0.2620], [-3.9580, 1.6448, -0.6739], [-5.2188, 2.0769, -0.3069], [-5.4456, 2.5412, 0.9849], [-4.4188, 2.5624, 1.9167], [-3.1512, 2.1258, 1.5625], [-1.8187, -1.3565, -3.4253], [-1.9990, -2.9683, -5.2893], [-2.1335, -5.3886, -4.8171], [-2.1215, -6.2062, -2.4876], [-1.9544, -4.6196, -0.6178], [-4.2082, -1.7886, -2.1715], [-6.5967, -1.5638, -1.6439], [-7.3199, -1.1825, 0.6858], [-5.6569, -1.0155, 2.4990], [-3.2528, -1.2279, 1.9969], [-2.6124, 3.5920, -1.5281], [-1.7867, 5.3195, -3.0465], [0.5766, 5.3361, -3.7579], [2.1329, 3.5980, -2.9185], [1.3272, 1.8671, -1.4000], [-3.7852, 1.2924, -1.6845], [-6.0240, 2.0631, -1.0289], [-6.4312, 2.8898, 1.2637], [-4.6019, 2.9228, 2.9196], [-2.3578, 2.1527, 2.2973], [2.2884, -3.0125, 0.6199], [1.5895, -2.8350, -0.6245], [3.1460, -3.5548, 0.5397], [1.6753, -3.5105, 1.2590], [1.0221, -3.6502, -0.8610], [2.2909, -2.7078, -1.3479]],
  "forces_ev_per_angstrom": [[-0.3, -0.5, -1.3], [0.0, 0.1, -0.1], [-0.2, 0.1, 0.4], [0.1, 0.0, -0.3], [0.0, 0.0, 0.0], [0.0, 0.0, 0.0], [0.0, 0.0, 0.0], [0.0, 0.0, 0.0], [-0.1, 0.1, 0.2], [0.2, 0.2, 0.4], [0.2, 0.0, 0.0], [0.1, 0.1, 0.0], [-0.1, -0.2, -0.3], [-0.1, 0.1, 0.6], [0.1, 0.1, 0.2], [-0.1, -0.1, 0.0], [0.0, 0.0, 0.0], [0.0, 0.0, 0.0], [0.0, 0.0, -0.1], [0.0, 0.0, 0.0], [0.0, 0.0, 0.0], [0.0, 0.0, 0.0], [0.0, 0.0, 0.0], [0.0, 0.0, 0.0], [0.0, 0.0, 0.0], [0.0, 0.0, 0.0], [0.0, 0.0, 0.0], [0.0, 0.0, 0.0], [0.0, 0.0, 0.0], [0.0, 0.0, 0.0], [0.0, 0.0, 0.0], [0.0, 0.0, 0.0], [0.0, 0.0, 0.0], [0.0, 0.0, 0.0], [0.0, 0.0, 0.0], [0.4, -0.1, -0.5], [0.3, 0.4, -0.5], [-0.1, -0.2, 1.3], [0.0, -0.1, -0.4], [0.1, 0.1, 0.1], [0.1, 0.0, -0.1], [0.0, 0.0, 0.0], [0.0, 0.0, 0.1], [0.0, 0.0, 0.0], [0.0, 0.0, 0.0], [0.1, 0.0, 0.0], [-0.1, -0.1, 0.0], [0.0, -0.1, 0.1], [0.0, 0.0, 0.0], [0.0, 0.0, 0.0], [0.1, 0.0, 0.0], [-0.1, 0.1, 0.0], [-0.1, 0.0, 0.0], [0.0, 0.0, 0.0], [0.0, 0.0, 0.0], [0.0, 0.0, 0.0], [0.0, 0.0, 0.0], [0.1, 0.0, 0.0], [-0.1, -0.1, 0.1], [0.0, 0.0, 0.0], [0.0, 0.0, 0.0], [0.0, 0.0, 0.0], [0.0, 0.0, 0.0], [0.0, 0.0, 0.0], [0.0, 0.0, 0.0], [0.0, 0.0, 0.0], [0.0, 0.0, 0.0], [0.0, 0.0, 0.0], [0.0, 0.0, 0.0], [0.0, 0.0, 0.0], [0.0, 0.0, 0.0], [0.0, 0.0, 0.0], [0.0, 0.0, 0.0], [0.0, 0.0, 0.0], [0.0, 0.0, 0.0], [0.0, 0.0, 0.0], [0.0, 0.0, 0.0], [0.0, 0.0, 0.0], [-0.1, 0.0, 0.0], [0.0, 0.0, 0.0], [0.0, 0.0, 0.0], [0.0, 0.0, 0.0], [0.0, 0.0, 0.0], [0.0, 0.0, 0.0], [-0.1, -0.1, 0.3], [0.1, 0.1, 0.2], [0.0, 0.1, -0.3], [0.0, 0.0, 0.0], [-0.1, 0.1, -0.1], [-0.1, 0.0, 0.0]]
}